Here is 6 unconnected molecules or ions with the total composition C39H82O16Si from OMol25. Energies are from wB97M-V/def2-TZVPD.

## Properties
Structure (SMILES): CCCCCCCCCCCCC[Si@H](C)CCCCOC.CCOC(=O)OC.CCOC(=O)OC.CCOC(=O)OC.CCOC(=O)OC.CCOC(=O)OC
Kohn-Sham gap, eV: 10.1
Energy, eV: -82411.814
LUMO level, Eh: 0.018

Bonds (Å) are listed after each position.
Element x y z (Å)
1 C 3.38341 0.77304 0.18951  C2 1.521, H22 1.091, H23 1.093, H24 1.092
2 C 4.60872 1.31963 -0.52714  C1 1.521, C3 1.529, H25 1.095, H26 1.094
3 C 4.74930 2.84190 -0.48376  C2 1.529, C4 1.543, H27 1.096, H28 1.093
4 C 3.48861 3.67077 -0.80853  C3 1.543, C5 1.534, H29 1.096, H30 1.093
5 C 2.99726 4.59679 0.31091  C4 1.534, C6 1.538, H31 1.094, H32 1.097
6 C 1.91532 4.03905 1.25051  C5 1.538, C7 1.532, H33 1.096, H34 1.096
7 C 1.04570 5.14304 1.86135  C6 1.532, C8 1.543, H35 1.095, H36 1.096
8 C 0.23976 5.98998 0.85418  C7 1.543, C9 1.535, H37 1.094, H38 1.093
9 C -1.26573 5.70047 0.77012  C8 1.535, C10 1.543, H39 1.096, H40 1.095
10 C -1.76224 4.43818 0.03509  C9 1.543, C11 1.529, H41 1.096, H42 1.097
11 C -1.00123 3.98641 -1.21220  C10 1.529, C12 1.530, H43 1.096, H44 1.096
12 C -1.91345 3.36643 -2.27297  C11 1.530, C13 1.541, H45 1.095, H46 1.095
13 C -1.13125 2.77002 -3.45917  C12 1.541, Si14 1.878, H47 1.096, H48 1.097
14 Si -1.27828 0.90688 -3.64455  C13 1.878, C15 1.875, C16 1.882, H49 1.491
15 C -3.01479 0.48739 -4.21502  Si14 1.875, H50 1.093, H51 1.093, H52 1.092
16 C -0.86750 -0.10992 -2.11510  Si14 1.882, C17 1.533, H53 1.097, H54 1.100
17 C -1.44332 0.36764 -0.77663  C16 1.533, C18 1.531, H55 1.097, H56 1.094
18 C -1.16606 -0.58720 0.38817  C17 1.531, C19 1.533, H57 1.091, H58 1.090
19 C -1.18037 0.08412 1.76615  C18 1.533, O20 1.422, H59 1.098, H60 1.095
20 O -1.96723 -0.66719 2.68189  C19 1.422, C21 1.405
21 C -2.97262 0.06633 3.33498  O20 1.405, H61 1.098, H62 1.097, H63 1.090
22 H 3.42284 -0.31629 0.23363  C1 1.091
23 H 3.32716 1.15168 1.21324  C1 1.093
24 H 2.45351 1.03723 -0.31820  C1 1.092
25 H 4.61347 0.96900 -1.56462  C2 1.095
26 H 5.49926 0.88783 -0.06001  C2 1.094
27 H 5.11544 3.12147 0.51110  C3 1.096
28 H 5.54101 3.12465 -1.18242  C3 1.093
29 H 2.66496 3.00222 -1.08520  C4 1.096
30 H 3.68800 4.27179 -1.69980  C4 1.093
31 H 2.62656 5.52747 -0.12837  C5 1.094
32 H 3.86557 4.88194 0.91772  C5 1.097
33 H 1.28810 3.31425 0.71896  C6 1.096
34 H 2.38788 3.48102 2.06655  C6 1.096
35 H 1.69610 5.79363 2.45463  C7 1.095
36 H 0.34553 4.68409 2.56807  C7 1.096
37 H 0.34013 7.04500 1.12679  C8 1.094
38 H 0.69557 5.89636 -0.13519  C8 1.093
39 H -1.63710 5.64497 1.79986  C9 1.096
40 H -1.75222 6.57307 0.32224  C9 1.095
41 H -2.80349 4.62609 -0.24912  C10 1.096
42 H -1.79881 3.59541 0.73578  C10 1.097
43 H -0.22619 3.26523 -0.93009  C11 1.096
44 H -0.46790 4.81927 -1.68380  C11 1.096
45 H -2.54813 2.60269 -1.81181  C12 1.095
46 H -2.59675 4.15150 -2.61376  C12 1.095
47 H -1.49275 3.18110 -4.40892  C13 1.096
48 H -0.07882 3.07217 -3.39668  C13 1.097
49 H -0.33463 0.49256 -4.72183  Si14 1.491
50 H -3.07016 0.61461 -5.29939  C15 1.093
51 H -3.23522 -0.56041 -3.99407  C15 1.093
52 H -3.78775 1.10764 -3.75694  C15 1.092
53 H 0.21821 -0.24272 -2.02983  C16 1.097
54 H -1.26848 -1.11193 -2.32626  C16 1.100
55 H -2.53064 0.47593 -0.87628  C17 1.097
56 H -1.06191 1.36430 -0.53502  C17 1.094
57 H -1.93699 -1.35863 0.41519  C18 1.091
58 H -0.20828 -1.07887 0.21867  C18 1.090
59 H -1.57683 1.10476 1.68577  C19 1.098
60 H -0.16916 0.15225 2.17987  C19 1.095
61 H -3.74764 0.41229 2.63850  C21 1.098
62 H -2.56663 0.94008 3.86008  C21 1.097
63 H -3.42775 -0.59888 4.06849  C21 1.090
64 C 0.10708 -6.43911 -3.51098  C65 1.511, H71 1.091, H72 1.091, H73 1.089
65 C 0.50137 -5.02042 -3.17268  C64 1.511, O66 1.441, H74 1.088, H75 1.090
66 O -0.55054 -4.31654 -2.48445  C65 1.441, C67 1.330
67 C -0.67422 -4.59958 -1.19055  O66 1.330, O68 1.204, O69 1.333
68 O 0.00918 -5.36349 -0.55845  C67 1.204
69 O -1.71849 -3.92008 -0.71726  C67 1.333, C70 1.430
70 C -2.01211 -4.16719 0.66060  O69 1.430, H76 1.088, H77 1.089, H78 1.086
71 H -0.81461 -6.44991 -4.09377  C64 1.091
72 H 0.89673 -6.89957 -4.10636  C64 1.091
73 H -0.03836 -7.03141 -2.60849  C64 1.089
74 H 0.66450 -4.43304 -4.07404  C65 1.088
75 H 1.40438 -4.98956 -2.56386  C65 1.090
76 H -1.13140 -4.00626 1.27867  C70 1.088
77 H -2.37154 -5.18673 0.79422  C70 1.089
78 H -2.78660 -3.45684 0.93371  C70 1.086
79 C -0.31837 -6.18329 3.46025  C80 1.511, H86 1.091, H87 1.090, H88 1.090
80 C 0.13349 -7.03421 4.62390  C79 1.511, O81 1.441, H89 1.088, H90 1.089
81 O -0.36138 -6.53195 5.88049  C80 1.441, C82 1.329
82 C -1.63631 -6.80411 6.14019  O81 1.329, O83 1.204, O84 1.334
83 O -2.39685 -7.40515 5.42568  C82 1.204
84 O -1.97128 -6.18113 7.27069  C82 1.334, C85 1.430
85 C -3.34838 -6.31360 7.63424  O84 1.430, H91 1.088, H92 1.089, H93 1.085
86 H -0.02930 -5.14242 3.61162  C79 1.091
87 H 0.14196 -6.53743 2.53730  C79 1.090
88 H -1.40059 -6.23343 3.34391  C79 1.090
89 H 1.21487 -7.00387 4.73976  C80 1.088
90 H -0.18235 -8.07054 4.50917  C80 1.089
91 H -3.63151 -7.36256 7.68968  C85 1.088
92 H -3.98384 -5.80737 6.90918  C85 1.089
93 H -3.43658 -5.84168 8.60773  C85 1.085
94 C 2.87550 8.55912 -0.75936  C95 1.511, H101 1.091, H102 1.090, H103 1.089
95 C 3.95919 8.49854 -1.81095  C94 1.511, O96 1.439, H104 1.088, H105 1.090
96 O 4.66199 9.74866 -1.93088  C95 1.439, C97 1.331
97 C 5.57073 9.98013 -0.98643  O96 1.331, O98 1.204, O99 1.333
98 O 5.83489 9.25558 -0.06208  C97 1.204
99 O 6.04401 11.21358 -1.16048  C97 1.333, C100 1.431
100 C 6.97571 11.63678 -0.16007  O99 1.431, H106 1.088, H107 1.089, H108 1.085
101 H 2.18254 9.37484 -0.96867  C94 1.091
102 H 2.31669 7.62318 -0.75635  C94 1.090
103 H 3.30137 8.70412 0.23284  C94 1.089
104 H 3.53888 8.33718 -2.80172  C95 1.088
105 H 4.67762 7.70698 -1.59890  C95 1.090
106 H 7.79900 10.93021 -0.08005  C100 1.088
107 H 6.48188 11.72551 0.80612  C100 1.089
108 H 7.33437 12.60596 -0.49193  C100 1.085
109 C -6.81946 -2.57413 2.94977  C110 1.512, H116 1.091, H117 1.090, H118 1.089
110 C -6.52500 -2.89898 4.39630  C109 1.512, O111 1.440, H119 1.089, H120 1.089
111 O -6.81468 -1.78770 5.26431  C110 1.440, C112 1.331
112 C -8.10244 -1.61284 5.55226  O111 1.331, O113 1.204, O114 1.333
113 O -9.01755 -2.28225 5.14857  C112 1.204
114 O -8.21998 -0.48730 6.25609  C112 1.333, C115 1.431
115 C -9.56834 -0.12295 6.56860  O114 1.431, H121 1.088, H122 1.089, H123 1.085
116 H -6.27700 -1.67721 2.64759  C109 1.091
117 H -6.50032 -3.40229 2.31636  C109 1.090
118 H -7.88420 -2.41056 2.79010  C109 1.089
119 H -5.46257 -3.07963 4.54956  C110 1.089
120 H -7.08378 -3.77069 4.73491  C110 1.089
121 H -10.07607 -0.93726 7.08095  C115 1.088
122 H -10.11448 0.12764 5.66077  C115 1.089
123 H -9.48976 0.74558 7.21479  C115 1.085
124 C 5.16485 -4.29481 -7.35300  C125 1.512, H131 1.090, H132 1.090, H133 1.089
125 C 4.79540 -4.62418 -5.92467  C124 1.512, O126 1.441, H134 1.088, H135 1.089
126 O 3.81582 -5.67803 -5.85474  C125 1.441, C127 1.332
127 C 4.29291 -6.90899 -6.03024  O126 1.332, O128 1.203, O129 1.333
128 O 5.44294 -7.20755 -6.21804  C127 1.203
129 O 3.26438 -7.75654 -6.00965  C127 1.333, C130 1.432
130 C 3.61260 -9.12573 -6.24200  O129 1.432, H136 1.088, H137 1.089, H138 1.085
131 H 4.27417 -4.03888 -7.92743  C124 1.090
132 H 5.84061 -3.43926 -7.36616  C124 1.090
133 H 5.66591 -5.13595 -7.82960  C124 1.089
134 H 4.30759 -3.78146 -5.43870  C125 1.088
135 H 5.66784 -4.91425 -5.34047  C125 1.089
136 H 4.38834 -9.44610 -5.55014  C130 1.088
137 H 3.96140 -9.25975 -7.26449  C130 1.089
138 H 2.69842 -9.68752 -6.07804  C130 1.085

Löwdin population analysis, charges in e, atoms 1 to 6: C -0.12; C -0.27; C -0.21; C -0.19; C -0.20; C -0.21